<one>
{
  "formula": "C6H16O2",
  "method": "ωB97M-V/def2-TZVPD",
  "homo_energy_ev": -8.2,
  "charge": 0,
  "symbols": ["C", "C", "C", "C", "O", "O", "H", "H", "H", "H", "H", "H", "H", "H", "H", "H", "C", "C", "H", "H", "H", "H", "H", "H"],
  "xyz": [[-0.163, 1.042, 1.106], [-0.270, 0.570, -1.303], [-1.380, 1.910, 1.086], [1.195, 1.691, 1.119], [-0.279, -0.131, 1.608], [-1.621, 0.168, -1.408], [0.254, -0.943, 0.863], [-1.673, -0.777, -1.225], [-0.258, 1.657, -1.322], [0.309, 0.247, -2.184], [1.372, 2.107, 2.115], [-2.195, 1.383, 0.590], [-1.684, 2.115, 2.117], [-1.199, 2.857, 0.578], [1.262, 2.502, 0.396], [1.975, 0.954, 0.928], [0.941, -1.750, -0.100], [0.134, -2.703, -0.979], [-0.780, -3.024, -0.474], [-0.152, -2.233, -1.924], [1.276, -2.287, 0.796], [1.876, -1.463, -0.588], [0.361, -0.288, -0.555], [0.698, -3.604, -1.238]]
}

---

<two>
{
  "formula": "C6H16O2",
  "method": "ωB97M-V/def2-TZVPD",
  "homo_energy_ev": -8.1,
  "charge": 0,
  "symbols": ["C", "C", "C", "C", "C", "H", "H", "H", "H", "H", "H", "H", "H", "H", "H", "H", "H", "C", "O", "O", "H", "H", "H", "H"],
  "xyz": [[0.662, 1.286, -0.089], [1.728, 1.571, -1.096], [-0.679, 1.441, -0.358], [1.126, 1.015, 1.310], [0.704, -1.502, -1.090], [1.312, 1.769, -2.083], [2.445, 0.749, -1.155], [2.300, 2.455, -0.787], [-1.308, 1.803, 0.448], [-1.422, 0.025, -0.080], [-0.952, 1.904, -1.301], [1.472, 1.946, 1.774], [1.955, 0.306, 1.320], [0.315, 0.625, 1.921], [1.777, -1.578, -0.961], [0.506, -0.855, -1.940], [0.254, -2.477, -1.290], [-1.971, -1.108, 0.470], [-1.953, -2.495, 0.300], [-1.799, -0.765, 1.823], [-1.067, -2.815, 0.522], [-2.458, -1.227, 2.357], [-2.990, -0.844, 0.150], [0.044, -1.228, -0.164]]
}

---

Least stable of them? <one>.

---

<one>
{
  "formula": "C5H6S2",
  "method": "ωB97M-V/def2-TZVPD",
  "homo_energy_ev": -8.7,
  "smiles": "C=C1CC(=S)CS1",
  "charge": 0,
  "symbols": ["C", "C", "C", "C", "S", "C", "S", "H", "H", "H", "H", "H", "H"],
  "xyz": [[2.373, 1.422, -0.301], [1.387, 0.636, 0.072], [0.027, 1.017, 0.482], [-1.007, 0.001, 0.132], [-2.572, 0.312, -0.182], [-0.401, -1.311, 0.044], [1.446, -1.164, -0.016], [2.183, 2.479, -0.364], [3.343, 1.061, -0.557], [-0.020, 1.117, 1.582], [-0.323, 1.994, 0.044], [-0.714, -1.656, -0.906], [-0.734, -1.950, 0.793]]
}

---

<two>
{
  "formula": "C5H6S2",
  "method": "ωB97M-V/def2-TZVPD",
  "homo_energy_ev": [-8.2, -8.2],
  "charge": 0,
  "symbols": ["C", "C", "C", "C", "C", "S", "S", "H", "H", "H", "H", "H", "H"],
  "xyz": [[1.066, -2.593, 0.536], [1.111, -1.478, 1.000], [-0.235, 1.261, 0.341], [-1.401, 0.464, -0.217], [1.070, 0.727, -0.133], [-1.028, 0.425, -2.005], [0.981, 0.211, -1.690], [1.033, -3.763, 0.500], [-0.368, 2.356, 0.045], [-0.206, 1.111, 1.355], [-1.625, -0.617, 0.014], [-2.419, 1.003, -0.150], [2.022, 0.894, 0.404]]
}

---

Least stable of them? <two>.

---

<one>
{
  "formula": "CH4N4O",
  "method": "ωB97M-V/def2-TZVPD",
  "homo_energy_ev": -8.9,
  "smiles": "[H]/N=N\\CO.N#N",
  "charge": 0,
  "symbols": ["H", "N", "N", "C", "O", "H", "H", "H", "N", "N"],
  "xyz": [[-1.476, 1.733, -0.475], [-0.327, 1.688, -0.470], [-0.005, 0.639, -0.050], [-0.870, -0.518, 0.363], [-0.143, -1.657, 0.330], [-1.190, -0.274, 1.305], [-1.709, -0.761, -0.243], [0.523, -1.524, 0.935], [3.046, 0.614, -0.710], [2.151, 0.061, -0.984]]
}

---

<two>
{
  "formula": "CH4N4O",
  "method": "ωB97M-V/def2-TZVPD",
  "homo_energy_ev": -9.8,
  "smiles": "[H]/N=C(\\N)NN=O",
  "charge": 0,
  "symbols": ["H", "N", "C", "N", "N", "N", "O", "H", "H", "H"],
  "xyz": [[1.350, -1.643, -1.862], [1.519, -1.031, -1.065], [0.518, -0.550, -0.537], [-0.802, -0.745, -0.997], [0.639, 0.244, 0.624], [-0.237, 1.131, 1.198], [-1.399, 1.107, 0.844], [-1.314, 0.143, -0.817], [-1.264, -1.380, -0.325], [1.486, 0.140, 1.169]]
}

---

Least stable of them? <two>.

---

<one>
{
  "formula": "C4H13P3",
  "method": "ωB97M-V/def2-TZVPD",
  "homo_energy_ev": [-7.8, -7.9],
  "charge": 0,
  "symbols": ["C", "C", "C", "C", "P", "P", "P", "H", "H", "H", "H", "H", "H", "H", "H", "H", "H", "H", "H", "H"],
  "xyz": [[-1.428, -0.849, -2.034], [0.489, 1.498, -0.744], [0.082, -0.645, -1.946], [0.687, 0.019, -0.735], [1.860, -0.479, 2.526], [-0.804, 0.861, 2.114], [-0.171, -1.179, 2.277], [-1.772, -1.693, -1.438], [-1.956, 0.110, -1.663], [-1.807, -0.880, -3.097], [0.475, 1.866, 0.228], [1.196, 1.899, -1.381], [-0.534, 1.743, -1.099], [0.348, -0.039, -2.838], [0.525, -1.691, -2.017], [1.621, -0.529, -0.400], [2.359, -1.646, 2.585], [1.799, -0.324, 4.030], [-2.211, 0.746, 2.141], [-0.756, 1.211, 3.489]]
}

---

<two>
{
  "formula": "C4H13P3",
  "method": "ωB97M-V/def2-TZVPD",
  "homo_energy_ev": -7.7,
  "smiles": "C[PH]#P(C)P.C=C",
  "charge": 0,
  "symbols": ["C", "P", "P", "C", "P", "H", "H", "H", "H", "H", "H", "H", "H", "H", "C", "C", "H", "H", "H", "H"],
  "xyz": [[-0.802, 2.431, 0.703], [-0.413, 1.534, -0.875], [-0.580, -0.509, -0.123], [-0.710, -1.355, -1.768], [-2.719, -0.521, 0.340], [-0.463, 3.461, 0.607], [-1.885, 2.434, 0.845], [-0.324, 1.962, 1.561], [0.976, 1.520, -0.703], [0.263, -1.334, -2.259], [-1.007, -2.393, -1.601], [-1.450, -0.861, -2.398], [-2.667, -1.871, 0.675], [-2.508, -0.141, 1.663], [2.744, -0.197, 0.407], [1.994, -1.246, 0.692], [2.894, 0.605, 1.114], [3.233, -0.079, -0.546], [1.548, -1.374, 1.663], [1.878, -2.067, 0.003]]
}

---

Least stable of them? <one>.

---

<one>
{
  "formula": "C4H7N2",
  "method": "ωB97M-V/def2-TZVPD",
  "homo_energy_ev": -13.8,
  "charge": 1,
  "symbols": ["C", "C", "C", "C", "N", "N", "H", "H", "H", "H", "H", "H", "H"],
  "xyz": [[-0.525, -0.868, -2.400], [-0.720, -0.782, -3.600], [0.141, -0.721, -1.175], [0.042, 0.324, 2.221], [-0.545, -0.437, -0.105], [0.977, 1.175, 2.133], [1.211, -0.866, -1.034], [0.284, -0.604, 2.640], [-1.043, 0.556, 1.979], [-1.587, -0.226, -0.314], [-1.033, -0.410, -4.566], [1.879, 0.680, 2.137], [0.918, 2.180, 2.084]]
}

---

<two>
{
  "formula": "C4H7N2",
  "method": "ωB97M-V/def2-TZVPD",
  "homo_energy_ev": -15.2,
  "charge": 1,
  "symbols": ["C", "C", "C", "C", "N", "N", "H", "H", "H", "H", "H", "H", "H"],
  "xyz": [[0.623, -2.651, -0.016], [-0.630, 1.116, -1.303], [-0.719, 1.788, 0.069], [-0.661, 0.298, 0.017], [1.147, -3.653, 0.287], [0.407, 1.043, 0.658], [-1.079, -0.577, 0.492], [-1.392, 0.964, -2.133], [0.373, 1.277, -1.653], [-1.208, 2.565, 0.629], [1.425, -4.414, 0.870], [1.336, 1.002, 0.335], [0.380, 1.242, 1.748]]
}

---

<three>
{
  "formula": "C4H7N2",
  "method": "ωB97M-V/def2-TZVPD",
  "homo_energy_ev": [-14.7, -14.7],
  "charge": 1,
  "symbols": ["C", "C", "C", "C", "N", "N", "H", "H", "H", "H", "H", "H", "H"],
  "xyz": [[-0.415, -0.539, 0.152], [-1.111, -1.527, 0.726], [1.042, -0.148, 0.220], [1.037, 1.219, -0.403], [-2.096, 0.567, -1.071], [-0.984, 0.464, -0.637], [-2.172, -1.644, 0.566], [-0.630, -2.237, 1.380], [1.408, -0.122, 1.246], [1.651, -0.850, -0.348], [0.811, 2.078, 0.208], [1.444, 1.381, -1.386], [-2.338, 1.403, -1.602]]
}

---

<four>
{
  "formula": "C4H7N2",
  "method": "ωB97M-V/def2-TZVPD",
  "homo_energy_ev": -15.7,
  "smiles": "CC/C=[N+]1C=N/1",
  "charge": 1,
  "symbols": ["C", "C", "C", "N", "C", "N", "H", "H", "H", "H", "H", "H", "H"],
  "xyz": [[2.001, -0.084, 0.230], [0.704, -0.594, -0.360], [-0.317, 0.337, -0.004], [-1.552, 0.134, -0.072], [-2.861, 0.447, 0.120], [-2.655, -0.794, -0.018], [1.722, 0.117, 1.300], [2.845, -0.812, 0.028], [2.399, 0.953, -0.074], [0.793, -0.528, -1.434], [0.375, -1.613, -0.222], [0.162, 1.282, 0.080], [-3.616, 1.156, 0.427]]
}

---

Least stable of them? <four>.